A molecular structure, C20H54F3O10 at a distorted geometry, computed with wB97M-V/def2-TZVPD.

ORCA input file:
```
! wB97M-V def2-TZVPD RIJCOSX def2/J DEFGRID3
* xyz -1 1
C -1.384 -0.400 0.620
O -0.059 0.224 0.640
O -2.253 0.432 1.327
C -1.759 -0.737 -0.913
F -1.127 -1.769 -1.438
F -3.120 -0.922 -1.067
F -1.504 0.246 -1.792
C 1.026 -0.606 0.125
C 2.364 0.256 0.085
H 2.734 0.337 1.107
H 3.170 -0.170 -0.513
H 2.094 1.182 -0.423
H 0.989 -1.035 -0.876
H 1.070 -1.383 0.888
H -1.203 -1.318 1.179
C 0.432 -1.208 3.341
C 1.382 -2.250 2.699
O 2.587 -2.266 3.465
H 0.650 -0.231 2.908
H 0.616 -1.134 4.413
H -0.579 -1.561 3.141
H 1.562 -2.086 1.636
H 1.086 -3.299 2.705
H 2.819 -3.152 3.752
C -2.795 0.610 5.015
C -1.635 0.463 3.994
O -1.814 1.311 2.883
H -2.902 -0.324 5.567
H -3.831 0.710 4.690
H -2.586 1.407 5.728
H -1.666 -0.576 3.666
H -0.680 0.812 4.389
H -1.395 0.746 2.230
C 1.049 1.653 2.708
C 0.388 2.684 1.764
O -0.967 2.260 1.310
H 0.427 1.636 3.603
H 2.007 2.080 3.003
H 1.203 0.669 2.265
H 0.924 2.615 0.817
H 0.260 3.684 2.179
H -0.874 1.350 1.020
C 0.835 -1.502 -3.166
C 2.036 -0.924 -3.928
O 1.606 0.157 -4.670
H 0.073 -1.803 -3.885
H 0.433 -0.766 -2.470
H 0.990 -2.469 -2.688
H 2.339 -1.773 -4.541
H 2.827 -0.683 -3.219
H 1.476 0.903 -4.079
C 3.680 1.375 -2.741
C 2.339 2.086 -2.346
O 1.178 1.329 -2.733
H 4.500 2.089 -2.805
H 3.614 1.047 -3.779
H 3.880 0.479 -2.154
H 2.320 2.920 -3.048
H 2.203 2.400 -1.311
H 0.577 1.926 -3.185
C -5.797 -0.342 -0.314
C -4.713 0.665 -0.843
O -3.599 0.558 0.068
H -5.422 -1.363 -0.368
H -6.703 -0.221 -0.909
H -6.133 -0.325 0.723
H -5.187 1.646 -0.861
H -4.395 0.509 -1.874
H -3.177 -0.272 -0.165
C -0.099 2.794 -1.211
C -1.572 2.696 -1.623
O -2.347 1.926 -0.688
H 0.425 3.405 -1.946
H 0.293 1.777 -1.196
H 0.027 3.254 -0.231
H -1.711 2.325 -2.639
H -2.055 3.672 -1.656
H -1.904 1.083 -0.809
C 1.445 -3.726 -0.945
C 2.684 -2.977 -1.290
O 3.492 -3.830 -2.079
H 0.871 -3.843 -1.864
H 0.880 -3.093 -0.261
H 1.732 -4.682 -0.507
H 3.177 -2.782 -0.337
H 2.356 -2.039 -1.738
H 3.817 -4.545 -1.528
*
```

Output
DFT total energy (Eh): -1845.54983
Lowest unoccupied orbital energy (eV): 2.27
Energy above the lowest of the compared OMol25 structures with the same formula, charge and spin (eV): 22.694
Frontier orbital gap (eV): 5.27
Strongest force on any atom (eV/Å): 11.860

Atomic partial charges in e from the Mulliken method, atoms 1 to 6:
1. C 0.047
2. O -0.044
3. O -0.624
4. C -0.729
5. F -0.190
6. F -0.404